(1)
The following is a quantum chemistry calculation of BeCl5 as an isolated structure, from the Open Molecules 2025 dataset.

XYZ file:
```
6
Properties=species:S:1:pos:R:3:forces:R:3:mulliken_charge:R:1
Cl -0.0123 2.2630 -0.5967 0.0 0.3 0.0 -0.674
Be -0.1384 0.0699 -0.0116 0.9 -0.3 0.1 0.565
Cl -0.3958 -2.2018 0.4234 -0.6 -0.6 0.1 -0.708
Cl 0.2669 -0.5007 -2.2157 -0.3 0.0 -0.3 -0.735
Cl 1.9641 -0.2112 0.8206 0.1 0.5 0.2 -0.737
Cl -1.6845 0.5808 1.5800 -0.1 0.0 -0.1 -0.712
```
Forces are in eV/Å.

Summary:
* electronic energy: -2315.7863 hartree
* LUMO: 8.82 eV
* molecular weight: 186.277 g mol⁻¹
* gap between HOMO and LUMO: 6.157 eV
* net charge: -3
* relative energy (zero: lowest compared OMol25 entry of this formula, charge and spin): 0.000 eV

(2)
The following is a quantum chemistry calculation of C19H21BNOSn as an isolated structure at a distorted geometry, from the Open Molecules 2025 dataset.

XYZ file:
```
44
Properties=species:S:1:pos:R:3:forces:R:3:mulliken_charge:R:1
C -1.0774 -1.7398 -0.8909 1.1 0.5 -0.1 -0.834
H 2.0114 5.4897 -2.3771 0.2 0.0 0.2 -0.078
H -1.4681 -1.3609 -1.8508 0.1 -0.1 0.1 0.166
H 2.2452 -1.2561 1.5848 -0.1 0.3 -0.2 0.485
H -0.0715 -3.4888 0.7765 -0.3 -0.2 0.3 0.170
H -2.8395 0.8622 -0.8753 0.4 0.2 0.1 0.567
C -1.0371 1.5291 -2.0647 -0.4 0.6 0.6 -0.676
C -3.4220 -3.4899 1.5810 0.3 0.0 -0.2 -0.572
H -0.5086 -2.6622 -1.0665 -0.4 -0.1 -0.4 0.504
C -2.2107 -3.0839 0.9190 0.1 -1.1 1.1 1.017
H 3.9661 2.1219 0.5908 -0.4 0.4 -0.2 0.335
O -0.0910 -0.8619 -0.3800 0.0 -0.6 0.0 -0.216
C 3.1454 0.7878 -0.8906 -0.1 -0.1 -0.6 -0.594
H -0.9862 0.7932 -2.8673 0.1 0.1 0.4 0.327
C 2.9789 1.7966 0.2041 -1.0 -0.7 0.7 -0.103
C 2.9124 -0.4736 -0.4056 0.2 0.2 0.3 -0.350
H 2.8801 6.1607 -0.6533 0.1 0.0 -0.3 -0.094
C 2.2667 0.9588 1.2816 0.2 0.4 -0.7 -1.104
H -4.4121 -4.9977 2.7518 0.3 0.1 -0.1 0.338
H 2.0845 1.3800 2.2690 0.2 -0.3 -0.1 0.567
H -4.3175 -2.8732 1.4396 0.3 -0.3 0.0 0.318
C -1.7750 2.7645 -0.2325 0.0 0.1 -1.1 -0.944
H -0.1615 -5.5361 2.1911 -0.3 0.1 0.0 0.350
C -2.2068 -2.0393 0.0154 -0.5 0.9 -0.3 -0.344
H 0.5470 2.9920 -2.6446 -0.1 -0.2 0.2 0.464
C -1.0773 -4.9751 1.9959 0.0 0.1 -0.1 -0.536
H 3.9773 5.1176 -2.0082 -0.2 -0.1 0.1 -0.093
N 2.2168 3.0433 -0.2166 2.5 1.9 -1.1 -0.035
C -3.4654 -4.6588 2.3245 0.2 0.1 0.0 -0.408
C -2.2970 -5.4167 2.5321 -0.1 0.1 -0.1 -0.387
H -2.4132 3.1378 0.5776 0.5 -0.3 -0.3 0.405
H -2.3348 -6.3389 3.1140 0.0 0.3 -0.1 0.335
H 3.4696 1.0794 -1.8865 0.0 -0.2 0.2 0.425
H -3.1005 -1.4217 -0.0736 0.1 -0.2 0.1 0.181
H -0.2725 4.4116 -0.5376 -0.1 -0.3 0.1 0.433
C -1.9959 1.5458 -0.9898 0.3 0.9 -0.5 -0.509
H 3.0571 -1.4086 -0.9438 -0.1 0.3 0.0 0.442
C 2.5052 4.0458 -0.7908 -0.9 -3.4 1.7 0.148
C -1.0155 -3.8370 1.2077 -0.5 0.1 -0.2 -0.397
Sn -0.1170 0.8674 0.6575 -1.0 -0.1 0.4 0.661
C -0.6731 3.4439 -0.8331 -0.9 -0.4 0.0 -0.477
B 2.8699 5.3024 -1.5276 -0.1 1.2 -0.3 0.052
C 2.4485 -0.4007 0.9446 0.8 0.0 0.2 -0.643
C -0.2348 2.6895 -1.9519 -0.5 -0.3 0.2 -0.296
```
Forces are in eV/Å.

Summary:
* electronic energy: -1105.5739 hartree
* LUMO (alpha / beta): 2.71 / 1.80 eV
* molecular weight: 408.906 g mol⁻¹
* gap between HOMO and LUMO (alpha / beta): 6.409 / 4.006 eV
* net charge: -1

(3)
The following is a quantum chemistry calculation of a 2-piece molecular cluster, CH6NO overall, from the Open Molecules 2025 dataset.

XYZ file:
```
9
Properties=species:S:1:pos:R:3:forces:R:3:mulliken_charge:R:1
H -1.0876 -0.1250 -0.9317 0.1 -0.1 0.1 0.394
N -0.7257 -1.0768 -1.0600 -0.4 0.5 -0.4 -0.502
H 1.9652 1.2774 1.6388 -0.1 0.1 0.0 0.238
H -1.4125 -1.6207 -1.5840 0.1 -0.2 0.2 0.356
H 0.3054 2.1501 1.7390 -0.1 0.1 -0.1 0.246
H 0.1334 -0.9898 -1.6041 0.1 -0.1 0.2 0.380
H -0.5304 -1.4321 -0.1226 0.1 -0.2 -0.1 0.384
C 0.9067 1.3311 1.3317 0.3 -0.5 -0.1 -0.067
O 0.4455 0.4856 0.5929 0.0 0.5 0.3 -0.430
```
Forces are in eV/Å.

Summary:
* electronic energy: -171.4189 hartree
* LUMO: -3.92 eV
* molecular weight: 48.065 g mol⁻¹
* gap between HOMO and LUMO: 10.899 eV
* net charge: +1
* relative energy (zero: lowest compared OMol25 entry of this formula, charge and spin): 0.220 eV

(4)
The following is a quantum chemistry calculation of C35H34N3O3P2S4Sn as an isolated structure, from the Open Molecules 2025 dataset.

XYZ file:
```
82
Properties=species:S:1:pos:R:3:forces:R:3:mulliken_charge:R:1
H 0.8823 2.3681 -2.4402 0.0 0.0 0.0 0.313
C 3.0145 -0.7611 -2.4358 0.0 0.0 0.0 -1.170
C 3.8999 -6.1584 -1.9127 0.0 0.0 0.0 -0.634
H -2.4988 4.7404 -0.6159 0.0 0.0 0.0 0.527
C -2.2808 2.4399 2.0610 0.0 0.0 0.0 -0.103
C -2.7736 4.2038 0.2826 0.0 0.0 0.0 -1.330
H 2.8229 -2.9469 -0.0665 0.0 0.0 0.0 0.625
C -1.8738 3.2494 0.8387 0.0 -0.1 0.0 1.110
O -3.1046 0.7179 0.8254 0.0 0.0 0.0 -0.297
H 2.5555 2.5505 0.4229 0.0 0.0 0.0 0.300
H 4.9894 -4.0214 0.4775 0.0 0.0 0.0 0.419
H -3.9664 2.1690 3.4315 0.0 0.0 0.0 0.545
C 4.3465 -4.4540 -0.2782 0.0 0.0 0.0 -1.070
C 2.3182 -4.4084 -1.5423 0.0 0.0 0.0 -0.244
C 1.9823 -0.2953 -0.2995 0.0 0.0 0.0 1.138
H 5.1384 -1.0331 -2.4056 0.0 0.0 0.0 0.453
H 1.1621 -2.2352 5.7008 0.0 0.0 0.0 0.393
C -3.9579 4.4480 0.8903 0.0 0.0 0.0 -0.472
C 1.0381 -1.7703 4.7318 0.0 0.0 0.0 -0.723
H 1.6473 3.4578 1.6554 0.0 0.0 0.0 0.351
S -5.8858 -0.2021 -0.5856 0.1 0.0 0.2 0.530
O -4.4959 -0.4389 -1.1495 0.0 -0.1 -0.3 -0.608
S -2.1111 -2.4700 -0.0070 0.1 0.0 0.0 -0.355
C 1.5564 5.6669 -2.7835 0.0 0.0 0.0 -0.487
C 4.3668 -0.6159 -0.4482 0.0 0.0 0.0 -0.867
H 2.0300 -5.9865 -2.9613 0.0 0.0 0.0 0.485
C 4.2557 -0.8141 -1.8194 0.0 0.0 0.0 -0.638
C 0.9996 -1.9377 2.3329 0.0 0.0 0.0 -0.317
C -6.9112 -1.3369 -1.5292 0.0 0.0 0.0 -0.983
Sn -2.2714 -0.1069 -0.9290 -0.1 0.0 0.1 0.774
H 0.6591 0.1796 5.5430 0.0 0.0 0.0 0.456
C 0.7318 -0.5720 2.2399 0.0 0.0 0.0 0.907
O -2.1364 1.0545 1.8379 0.1 0.0 0.0 -0.165
H 2.9202 -0.9550 -3.4960 0.0 0.0 0.0 0.509
C 0.9210 6.1552 -1.6490 0.0 0.0 0.0 -0.723
H -4.6102 5.2066 0.4761 0.0 0.0 0.0 0.436
H -7.9231 -0.9389 -1.5817 0.0 0.0 0.0 0.364
H 4.1945 -7.0603 -2.4321 0.0 0.0 0.0 0.393
H 3.3216 -0.2562 1.3865 0.0 0.0 0.0 0.368
H 0.9403 7.2139 -1.4288 0.0 0.0 0.0 0.424
C 0.7561 -0.4146 4.6438 0.0 0.0 0.0 -0.858
C 1.8826 -0.4963 -1.6767 0.0 0.0 0.0 -0.534
P 0.4467 0.0976 0.5844 0.0 0.0 0.1 0.531
H 1.0655 -2.5450 1.4365 0.0 0.0 0.0 0.399
C -5.8716 -1.0034 1.0217 0.0 0.0 0.0 -0.676
C 0.2531 3.9203 -1.0807 0.0 0.0 -0.1 0.401
H 1.3609 -3.5904 3.6400 0.0 0.0 0.0 0.496
P -0.5090 2.7286 -0.0009 0.0 0.1 0.1 0.204
N 0.2769 -3.4721 -0.7340 0.0 0.0 0.0 -0.593
C 0.5961 0.1817 3.4017 0.0 0.0 0.0 -0.565
C -3.6400 2.7670 2.5900 0.0 0.0 0.0 -0.768
H -5.3740 3.9556 2.4771 0.0 0.0 0.0 0.436
C -0.8492 -2.9743 -1.1057 -0.1 0.0 0.0 0.255
C 0.5962 -3.4761 -3.0577 0.0 0.0 0.0 0.219
C 0.8933 3.4301 -2.2208 0.0 0.0 0.0 -0.442
C 2.6843 -5.5648 -2.2121 0.0 0.0 0.0 -0.497
N 0.5903 1.8245 0.8291 0.0 -0.1 -0.1 0.878
C 0.2718 5.2849 -0.7892 0.0 0.0 0.0 -0.177
N 1.0560 -3.7920 -1.8193 0.0 0.0 0.0 0.568
H 0.3685 1.2386 3.3419 0.0 0.0 0.0 0.257
H 2.0464 3.9329 -3.9515 0.0 0.0 0.0 0.458
H 5.6780 -6.0770 -0.7166 0.0 0.0 0.0 0.407
H -4.8926 -0.7539 1.4314 0.0 0.0 0.0 0.025
C 3.2355 -0.3684 0.3122 0.0 0.0 0.0 -0.385
H 5.3360 -0.6730 0.0304 0.0 0.0 0.0 0.473
C 1.5481 4.3078 -3.0681 0.0 0.0 0.0 -0.669
H 0.9090 -0.4679 -2.1579 0.0 0.0 0.0 0.632
H -1.5449 2.6523 2.8522 0.0 0.0 0.0 0.229
C 1.8515 2.4657 1.2517 0.0 0.0 0.0 -1.184
H -6.6549 -0.5672 1.6403 0.0 0.0 0.0 0.378
C 1.1540 -2.5303 3.5762 0.0 0.0 0.0 -0.714
H -6.9055 -2.3330 -1.0944 0.1 0.0 0.0 0.292
C -4.4023 3.7253 2.0625 0.0 0.0 0.0 -0.728
H -0.2098 5.6599 0.1050 0.0 0.0 0.0 0.492
S 1.3563 -3.5912 -4.5139 0.0 0.0 0.0 -0.279
H -5.9982 -2.0795 0.9311 0.1 0.0 0.0 0.344
H 2.3000 1.8606 2.0368 0.0 0.0 0.0 0.423
C 3.1358 -3.8481 -0.5762 0.0 0.0 0.0 0.590
C 4.7319 -5.6060 -0.9481 0.0 0.0 0.0 -0.573
H -6.4683 -1.3561 -2.5227 0.0 0.0 0.0 0.344
S -1.0196 -2.8500 -2.8378 0.0 0.0 0.0 -0.124
H 2.0657 6.3513 -3.4487 0.0 0.0 0.0 0.403
```
Forces are in eV/Å.

Summary:
* electronic energy: -4233.5418 hartree
* LUMO (alpha / beta): -4.60 / -4.61 eV
* molecular weight: 853.602 g mol⁻¹
* gap between HOMO and LUMO (alpha / beta): 4.997 / 4.996 eV
* net charge: +1
* relative energy (zero: lowest compared OMol25 entry of this formula, charge and spin): 0.552 eV

(5)
The following is a quantum chemistry calculation of one molecule with the formula C10H10N2 at a distorted geometry, from the Open Molecules 2025 dataset.

XYZ file:
```
22
Properties=species:S:1:pos:R:3:forces:R:3:mulliken_charge:R:1
H 0.2018 0.6354 3.4849 -0.4 0.9 -1.0 0.316
H -1.0389 0.9470 2.1053 -1.1 1.3 -0.2 0.413
N 3.5056 0.9703 0.3075 2.8 -0.1 -0.3 -0.539
H -1.6348 -1.5996 -3.6008 -0.1 -0.2 1.0 0.346
C -0.4307 0.2933 -1.2112 0.6 3.4 -1.9 1.363
C 0.7196 -0.0407 1.4113 -1.6 -0.2 1.0 0.333
H -0.1833 -2.0048 1.0508 -0.3 -2.9 2.0 0.483
H 0.8725 2.0877 1.2332 -0.4 -0.2 0.0 0.334
H -1.0915 -2.8010 -1.3531 0.2 -2.1 -0.1 0.223
H -1.1020 0.9576 -3.3426 0.1 -2.2 1.6 0.273
C -1.0398 0.0969 -2.5490 1.0 5.8 -0.4 -0.973
C -0.4371 -0.9498 -0.5830 -0.7 -2.0 0.7 -0.197
C 2.4094 1.2412 0.3392 -0.8 -0.5 -0.4 0.067
H -0.0070 2.3813 -0.9754 0.1 0.6 -0.7 0.454
N -1.1623 -1.8460 -1.4535 0.7 2.5 1.0 -0.199
C -1.3331 -1.1513 -2.6379 -1.2 -3.2 -2.0 -0.198
C -0.2962 0.3464 2.5236 2.3 -2.4 2.0 -1.520
C -0.0091 -1.0907 0.6688 0.5 0.9 -2.8 -1.129
C 1.0118 1.1998 0.5960 -1.2 1.6 -0.4 0.323
H -0.7595 -0.5823 2.8756 -0.3 0.0 -0.3 0.453
C 0.1584 1.3806 -0.6685 -0.1 -1.3 0.9 -1.101
H 1.6462 -0.4714 1.7788 0.0 0.1 0.4 0.474
```
Forces are in eV/Å.

Summary:
* electronic energy: -496.4687 hartree
* LUMO: 0.43 eV
* molecular weight: 158.204 g mol⁻¹
* gap between HOMO and LUMO: 7.900 eV
* net charge: 0
* relative energy (zero: lowest compared OMol25 entry of this formula, charge and spin): 3.495 eV

(6)
The following is a quantum chemistry calculation of one molecule with the formula C5H6O at a distorted geometry, from the Open Molecules 2025 dataset.

XYZ file:
```
12
Properties=species:S:1:pos:R:3:forces:R:3:mulliken_charge:R:1
H -1.9271 1.5860 0.0582 1.8 0.2 -0.2 0.285
O -2.7341 -0.2304 -0.0934 0.8 -3.2 1.1 -0.495
H 2.7907 -1.1015 0.2255 -1.5 3.9 -1.0 0.126
C -0.8154 1.4119 -0.0692 -2.0 -0.9 0.4 -0.793
H -0.1259 2.1795 0.0371 1.2 1.4 -0.3 0.323
C -1.6561 -0.7959 0.0930 -0.7 0.8 -1.7 0.064
H -1.4174 -1.9737 0.3430 -1.0 2.6 -0.4 0.230
H 0.9370 -1.6529 -0.4811 -1.3 2.9 0.6 0.095
C 0.8241 -0.4666 -0.2468 2.7 -3.1 -0.3 -0.225
C 2.0723 -0.0342 0.0066 2.0 -3.3 1.4 -0.638
C -0.4637 0.1314 -0.1769 -1.3 -0.4 0.8 0.729
H 2.5155 0.9464 0.3041 -0.8 -0.9 -0.4 0.300
```
Forces are in eV/Å.

Summary:
* electronic energy: -269.2232 hartree
* LUMO: -0.19 eV
* molecular weight: 82.102 g mol⁻¹
* gap between HOMO and LUMO: 9.018 eV
* net charge: 0
* relative energy (zero: lowest compared OMol25 entry of this formula, charge and spin): 3.349 eV

(7)
The following is a quantum chemistry calculation of one molecule with the formula C6H10 at a distorted geometry, from the Open Molecules 2025 dataset.

XYZ file:
```
16
Properties=species:S:1:pos:R:3:forces:R:3:mulliken_charge:R:1
H -1.1865 0.0598 3.0559 0.3 -0.2 0.1 0.273
H -1.5910 -0.5633 -1.3534 0.2 -0.2 -0.4 0.352
H -0.8792 0.7832 -2.3605 0.3 -0.6 -0.3 0.349
H -1.0514 1.5915 2.0700 -0.3 -0.1 -0.3 0.242
H -1.4926 1.0649 -0.7933 0.0 0.0 0.1 0.372
C 1.0729 -1.1984 -1.1517 0.1 -1.1 1.3 -1.245
C 0.2644 0.0590 1.4840 1.7 0.0 1.5 -0.099
C 0.8415 0.8297 0.3397 -0.7 -1.0 0.8 -0.592
H 0.6463 -1.5119 -2.0997 0.0 -0.2 0.0 0.368
H 1.1388 -2.0531 -0.4661 -0.6 -0.1 0.0 0.329
C 0.3173 -0.0105 -0.6294 0.6 1.6 -1.8 0.905
H 0.7153 1.9051 0.4526 -1.0 0.0 -0.6 0.351
C -0.7396 0.5609 2.2097 0.0 0.5 0.2 -0.947
H 2.1380 -1.0031 -1.2493 -0.1 0.6 -0.4 0.325
C -0.9490 0.3177 -1.3757 -0.1 1.3 0.4 -1.333
H 0.7548 -0.8315 1.8672 -0.3 -0.4 -0.5 0.350
```
Forces are in eV/Å.

Summary:
* electronic energy: -234.4594 hartree
* LUMO: 0.28 eV
* molecular weight: 82.146 g mol⁻¹
* gap between HOMO and LUMO: 7.525 eV
* net charge: 0
* relative energy (zero: lowest compared OMol25 entry of this formula, charge and spin): 3.894 eV